Computed, not measured: a molecular structure, C39H34ClN3SSi2V at a distorted geometry, with ωB97M-V/def2-TZVPD.

```
81
Properties=species:S:1:pos:R:3:lowdin_charge:R:1
H -0.44668 -2.77498 -0.65977 -0.035
H -2.88601 -1.92451 -4.74453 0.115
H -1.15327 1.77559 -1.24601 0.121
H 4.27668 -0.84416 -2.72826 0.113
H 0.41165 -1.00208 0.22822 -0.023
H -2.47996 -2.62613 -2.36858 0.114
C 3.68956 -2.52669 2.22940 -0.275
C -0.63955 1.89766 2.53842 -0.097
C -2.02972 -1.71267 -2.77399 -0.108
H -5.57905 2.39710 0.86413 0.115
H 2.71487 1.19232 -1.88270 0.128
C -1.16171 1.73598 -0.15976 -0.128
C 4.24079 -2.76395 0.92896 -0.199
H -0.23953 1.98797 3.55336 0.134
H -5.69403 3.39407 5.07690 0.119
H -3.79372 1.79878 5.47649 0.115
H -1.89997 3.82778 0.03377 0.155
H 7.53374 -4.26827 -1.00164 0.124
C -0.73187 0.56250 -3.78858 -0.082
H 0.39331 0.52952 -1.92642 0.078
H -0.95978 4.02580 2.36582 0.143
H -1.82750 0.17514 -5.60580 0.111
C -5.25729 2.83737 4.24207 -0.049
H 2.36787 1.75075 2.44823 0.114
C 7.09008 -2.82947 -2.60888 -0.043
Si -1.00415 -1.49580 -0.16586 0.157
C 3.89561 -3.12796 3.45306 -0.262
Cl -2.08722 -2.27852 1.44459 0.338
H -6.24117 -0.23490 -3.70003 0.116
C -4.06878 1.71698 -1.94020 -0.088
H -3.54600 2.67091 -2.00170 0.106
C 5.00327 -1.57483 -2.37761 -0.012
H -5.81988 -1.75652 -1.75698 0.118
C -3.89110 0.89909 -0.82496 -0.249
H -0.40047 -0.24026 2.52142 0.095
C -3.60105 1.29748 3.39116 -0.090
H 5.11398 0.63597 -0.77207 0.128
H 5.77063 -4.18199 1.19990 0.170
C -1.23050 -0.92787 -1.94728 -0.328
C -4.51376 -0.35144 -0.77031 -0.100
C 4.11140 1.09796 1.17965 -0.125
C 5.67533 -3.22154 -0.73729 -0.165
C -1.62083 -0.16172 -4.58935 -0.072
H 1.06409 1.97425 0.09521 0.093
H 4.90773 0.95645 1.90180 0.140
N 5.31718 -3.53677 0.58484 0.206
N 3.88634 -1.96628 -0.12267 0.086
C -5.34986 -0.77236 -1.80851 -0.059
C -5.79887 2.96410 2.95225 -0.049
H 1.80439 -0.29526 3.81756 0.085
C 2.95934 1.23248 -0.83457 -0.136
Si -2.80493 1.43602 0.65044 0.741
V 2.69811 -0.28423 0.52011 0.853
H -0.27684 1.49390 -4.14829 0.111
H 6.38170 -1.35899 -4.02484 0.120
C 2.06723 1.61991 0.22265 -0.162
C 6.85442 -3.52154 -1.40633 0.014
C -1.18721 0.46051 0.60237 -0.389
S 3.02991 -2.27787 4.69932 1.129
C -4.17920 1.96873 4.46913 -0.056
C -2.23627 -1.32686 -4.10150 -0.059
C 6.17257 -1.87921 -3.08679 -0.049
C 2.77490 1.52407 1.47294 -0.165
C -0.42394 0.08230 -2.51254 -0.135
H -4.32687 -1.01511 0.07988 0.084
C -1.57690 2.93278 0.57190 -0.128
C 4.77363 -2.25047 -1.17438 -0.199
H 4.49585 -4.01548 3.59843 0.096
N 2.86182 -1.39533 2.28778 -0.065
C 2.46090 -1.12188 3.56095 -0.365
H -2.86386 0.51237 3.55697 0.104
C -0.74311 0.63491 1.95820 -0.147
C -3.95608 1.66154 2.08589 -0.221
H -6.71592 3.53429 2.78914 0.119
H -5.08263 1.97047 -3.83341 0.116
C -5.15761 2.35282 1.87016 -0.062
C -1.04967 3.04483 1.89842 -0.021
C 4.22201 0.91862 -0.23708 -0.129
C -4.92236 1.31314 -2.97255 -0.060
H 8.00071 -3.02323 -3.17847 0.120
C -5.56496 0.07196 -2.90140 -0.059
```

## Properties
Lowest unoccupied orbital energy (spin up / spin down): -7.88 / -6.52 eV
Highest occupied orbital energy (spin up / spin down): -11.58 / -12.85 eV
Frontier orbital gap (spin up / spin down): 3.702 / 6.331 eV
Spin multiplicity: 2
Energy above the lowest of the compared OMol25 structures with the same formula, charge and spin: 2.037 eV
Net charge: +2